(1)
Formula: C4H14NS2
Source: the OMol25 dataset
Level of theory: ωB97M-V with the def2-TZVPD basis set

Total charge ... +1
HOMO ... -13.0583 eV
Multiplicity ... 1
ΔE to the lowest compared entry with this formula, charge and spin ... 198.3 kcal/mol

```
21
Properties=species:S:1:pos:R:3:lowdin_charge:R:1
S 2.14 0.56 1.16 1.015
S -2.49 -1.26 0.40 0.351
N -0.82 -0.58 -1.98 -0.215
C -0.32 -0.93 -3.30 -0.082
C 0.65 1.84 2.94 -0.172
C 0.21 0.06 -1.20 -0.205
C 0.91 0.43 2.47 -0.592
H -1.14 -1.44 -1.56 0.021
H 1.23 -0.18 3.32 0.092
H 0.06 0.00 -0.12 -0.005
H 0.02 -0.04 -3.86 0.101
H 1.62 2.29 3.28 0.087
H 0.46 2.37 2.00 0.068
H 1.19 -0.35 -1.45 0.082
H 0.25 1.15 -1.44 0.122
H -1.40 -2.38 1.33 0.046
H -1.10 -1.44 -3.88 0.101
H -1.91 -0.41 -0.74 -0.090
H 0.56 -1.61 -3.25 0.102
H -0.10 1.96 3.73 0.106
H -0.03 -0.03 2.16 0.067
```

***

(2)
Formula: C6H17NO4
Source: the OMol25 dataset
Level of theory: ωB97M-V with the def2-TZVPD basis set

HOMO ... -9.9965 eV
Multiplicity ... 1
ΔE to the lowest compared entry with this formula, charge and spin ... 33.1 kcal/mol
SMILES ... C=CCCC(=O)NC.O.O.O

```
28
Properties=species:S:1:pos:R:3:lowdin_charge:R:1
O 0.71 0.15 1.61 0.028
O -0.85 -3.55 2.18 -0.077
O -1.25 -0.87 3.32 -0.046
O 0.13 -3.06 -2.68 -0.040
N 2.30 0.70 0.14 0.002
C -1.97 1.26 -1.23 -0.179
C -2.62 1.72 -2.28 0.016
C 0.04 1.88 -0.02 -0.062
C 1.06 0.90 0.71 -0.430
C 2.90 1.47 -0.93 -0.097
C -0.49 1.18 -1.32 -0.201
H 0.76 -2.97 -2.01 -0.007
H -2.30 0.99 -0.25 0.097
H -0.71 -3.11 -2.20 0.046
H -3.65 1.97 -2.32 0.039
H -0.13 0.16 -1.36 0.111
H -0.18 1.55 -2.25 0.087
H 2.36 1.39 -1.89 0.085
H -0.61 2.12 0.79 0.098
H 0.49 2.81 -0.36 0.104
H -1.94 -0.77 2.62 0.065
H -2.16 1.95 -3.23 0.064
H -0.55 -0.33 3.04 -0.044
H -0.92 -2.87 2.84 -0.024
H 3.86 0.95 -1.15 0.102
H 2.94 0.04 0.57 0.144
H 3.06 2.50 -0.69 0.072
H 0.01 -3.28 1.77 0.046
```

***

(3)
Formula: C3H3N2O
Source: the OMol25 dataset
Level of theory: ωB97M-V with the def2-TZVPD basis set

Total charge ... +1
HOMO ... -15.4223 eV
Multiplicity ... 1
ΔE to the lowest compared entry with this formula, charge and spin ... 67.0 kcal/mol

```
9
Properties=species:S:1:pos:R:3:lowdin_charge:R:1
O -3.37 -0.74 -0.34 0.452
N -0.62 0.67 -0.17 0.023
N -1.97 2.62 0.14 0.256
C -2.33 -0.60 0.04 0.048
C -1.42 1.66 -0.04 -0.355
C -0.92 -0.66 0.36 -0.031
H -0.85 -1.00 1.44 0.188
H -0.31 -1.39 -0.36 0.231
H 0.39 0.70 -0.35 0.189
```

***

(4)
Formula: C37H32N4O2SiV
Source: the OMol25 dataset
Level of theory: ωB97M-V with the def2-TZVPD basis set

Total charge ... +1
HOMO (alpha / beta) ... -10.5536 / -9.9821 eV
Multiplicity ... 3
<S²> ... 2.184
ΔE to the lowest compared entry with this formula, charge and spin ... 9.4 kcal/mol

```
77
Properties=species:S:1:pos:R:3:mulliken_spin:R:1
V 0.12 -0.70 0.53 2.191
Si 1.22 1.16 -0.75 0.001
O -2.57 -4.86 -1.82 0.000
O -1.31 -0.95 -0.91 -0.047
N -1.33 -0.02 1.83 -0.016
N 1.60 -1.37 1.92 -0.109
N -0.79 -3.19 -0.72 -0.012
N 0.08 -2.68 0.17 0.000
C 4.34 -1.34 -1.90 0.016
C -2.12 0.97 1.38 0.060
C 3.15 3.32 2.94 -0.013
C -2.55 -0.02 3.88 -0.003
C 3.41 2.21 0.82 -0.019
C -3.14 1.50 2.14 -0.001
C -1.35 4.00 -3.42 -0.007
C 0.17 2.30 -1.79 -0.019
C 2.52 0.27 -1.77 -0.034
C -0.77 1.78 -2.68 -0.008
C -3.38 1.00 3.42 0.005
C -1.53 2.62 -3.49 0.005
C -2.66 -2.48 -2.11 -0.003
C -3.14 -3.77 -2.38 -0.003
C 3.28 -1.34 3.62 0.003
C 2.61 0.44 -3.15 -0.013
C 2.48 -3.43 2.77 -0.002
C -0.41 4.53 -2.54 0.002
C 3.40 -0.64 -1.16 -0.015
C -4.38 -1.55 -3.55 0.000
C -1.51 -2.18 -1.22 0.010
C -1.54 -0.49 3.06 0.032
C 4.41 -1.15 -3.27 -0.014
C 3.31 -2.72 3.63 0.008
C 2.40 -0.70 2.75 0.036
C 3.97 2.81 1.94 0.005
C -4.49 1.53 4.27 -0.001
C 3.55 -0.26 -3.89 0.006
C 1.77 3.23 2.81 0.012
C 2.03 2.10 0.68 -0.058
C 0.34 3.69 -1.74 -0.009
C -4.85 -2.84 -3.81 0.000
C 1.64 -2.72 1.92 0.081
C -4.23 -3.93 -3.23 0.000
C -3.30 -1.39 -2.70 0.002
C 0.77 -3.41 0.96 -0.012
C 1.22 2.62 1.69 -0.008
H 3.59 3.79 3.81 -0.001
H 2.34 0.38 2.70 -0.003
H -0.87 -1.28 3.40 -0.001
H -3.74 2.30 1.74 0.000
H -5.69 -2.99 -4.47 0.000
H -1.93 1.32 0.37 -0.025
H -0.27 5.60 -2.49 0.000
H -4.15 1.69 5.30 0.000
H -2.93 -0.41 -2.48 0.002
H 1.94 1.13 -3.65 -0.002
H -0.92 0.71 -2.74 -0.001
H -5.30 0.80 4.31 0.001
H 3.36 -0.79 -0.08 -0.009
H -2.25 2.21 -4.18 0.000
H -4.60 -4.93 -3.44 0.000
H 5.05 2.89 2.02 0.000
H 4.07 1.81 0.04 -0.002
H 5.01 -2.03 -1.41 0.000
H 3.61 -0.11 -4.96 0.000
H 3.98 -3.25 4.29 0.000
H -3.03 -5.65 -2.12 0.000
H 3.91 -0.75 4.26 0.000
H 1.13 3.64 3.58 0.000
H 1.07 4.11 -1.05 -0.002
H 0.14 2.58 1.60 -0.008
H -1.93 4.66 -4.05 0.000
H 2.50 -4.51 2.74 0.000
H -2.68 -0.44 4.86 0.000
H -4.89 2.46 3.88 0.000
H 0.73 -4.49 0.92 0.002
H 5.14 -1.70 -3.85 -0.001
H -4.85 -0.69 -4.00 0.000
```